Arrangement one

10
Properties=species:S:1:pos:R:3:lowdin_charge:R:1 method="wB97M-V/def2-TZVPD" gap_ev=10.88 total_charge=0
O 0.84 -0.63 0.27 -0.0477
C -0.25 -0.92 -0.65 -0.2011
C -1.54 -0.07 -0.43 0.0055
C -1.90 0.89 -1.26 -0.3225
F -1.07 1.23 -2.32 0.0676
F -3.02 1.61 -1.16 0.1259
H 0.80 -0.90 1.15 0.0459
H -0.03 -0.72 -1.68 0.0902
H -0.49 -2.01 -0.66 0.1252
H -2.15 -0.33 0.43 0.1111

Arrangement two

10
Properties=species:S:1:pos:R:3:lowdin_charge:R:1 method="wB97M-V/def2-TZVPD" gap_ev=11.60 total_charge=0
C 0.27 -1.48 2.22 0.1056
C -0.05 -0.34 2.02 -0.2067
C 2.04 2.51 0.98 -0.3187
O 2.11 2.75 2.13 0.1403
F -0.47 0.78 1.49 0.0857
F 2.68 3.36 0.11 0.0094
H 0.41 -2.28 2.87 0.0173
H -4.29 -3.48 -5.64 -0.0001
H 1.56 1.78 0.22 0.1671
H -4.27 -3.58 -6.41 0.0001

Which structure is the least stable? The one labeled arrangement two.

Arrangement one

116
Properties=species:S:1:pos:R:3:lowdin_charge:R:1 method="wB97M-V/def2-TZVPD" gap_ev=6.72 total_charge=0
Ca -0.87 0.53 0.11 0.9509
S -2.51 -0.28 -3.34 0.5253
C -1.73 1.04 -4.13 -0.7791
C -1.36 0.95 -5.49 -0.1435
C -0.67 1.95 -6.15 -0.1045
C -0.33 3.13 -5.49 -0.1179
C -0.71 3.28 -4.17 -0.1397
C -1.39 2.26 -3.50 -0.5497
S -1.70 2.54 -1.78 0.8932
C -3.51 2.47 -1.64 -0.3818
C -4.08 1.48 -0.66 -0.3435
C -5.38 1.69 -0.18 -0.0297
C -6.01 0.67 0.50 -0.0511
C -5.37 -0.56 0.62 -0.0180
C -4.08 -0.68 0.11 -0.3313
C -3.46 -2.04 -0.07 -0.3876
S -1.71 -2.23 0.36 0.8729
C -1.79 -2.48 2.13 -0.5269
C -2.65 -3.45 2.64 -0.1155
C -2.73 -3.68 4.00 -0.1008
C -1.92 -2.95 4.86 -0.0969
C -1.03 -2.02 4.35 -0.1351
C -0.93 -1.76 2.98 -0.7335
S 0.27 -0.60 2.42 0.4923
N -3.42 0.36 -0.41 0.0270
H -1.61 0.04 -6.01 0.0907
H -0.40 1.82 -7.19 0.0976
H 0.20 3.92 -6.00 0.0906
H -0.48 4.19 -3.63 0.0904
H -3.86 2.14 -2.62 0.0830
H -3.90 3.47 -1.45 0.0715
H -5.88 2.62 -0.38 0.1143
H -7.01 0.80 0.90 0.1096
H -5.86 -1.41 1.06 0.1162
H -3.48 -2.24 -1.15 0.0744
H -4.05 -2.81 0.42 0.0708
H -3.25 -4.04 1.96 0.1005
H -3.41 -4.44 4.38 0.0971
H -1.96 -3.12 5.93 0.0997
H -0.38 -1.47 5.02 0.0948
C 0.95 -0.13 -2.70 -0.0621
N 1.85 0.99 -2.49 -0.0766
C 3.02 1.01 -3.33 -0.1221
C 3.68 2.30 -2.89 -0.1339
N 3.23 2.41 -1.50 -0.0774
C 3.64 3.63 -0.83 -0.0546
C 2.03 1.73 -1.35 -0.3501
N 1.18 1.71 -0.38 -0.0294
C 1.28 2.55 0.82 -0.2463
C 0.03 3.42 1.01 -0.2507
N -1.14 2.61 1.32 -0.0213
C -2.17 3.13 1.87 -0.3709
N -2.50 4.48 2.01 -0.0716
C -2.19 5.43 0.95 -0.0424
C -3.87 4.56 2.51 -0.1359
C -4.05 3.24 3.22 -0.1332
N -3.17 2.37 2.45 -0.0919
C -2.88 1.07 3.02 -0.0384
H 0.67 -0.14 -3.76 0.0903
H 0.00 -0.06 -2.18 0.0024
H 1.43 -1.08 -2.45 0.0454
H 2.74 1.01 -4.38 0.1282
H 3.66 0.14 -3.14 0.1274
H 3.31 3.15 -3.48 0.1279
H 4.76 2.27 -2.94 0.1236
H 4.53 3.99 -1.33 0.0889
H 3.91 3.44 0.21 0.0772
H 2.88 4.42 -0.87 0.0974
H 2.12 3.23 0.82 0.0744
H 1.39 1.91 1.70 0.0784
H -0.11 4.01 0.09 0.0797
H 0.24 4.11 1.83 0.1250
H -2.47 5.04 -0.03 0.0817
H -1.13 5.69 0.94 0.0729
H -2.75 6.34 1.15 0.0917
H -4.57 4.64 1.67 0.1227
H -4.00 5.43 3.16 0.1237
H -5.07 2.87 3.20 0.1220
H -3.71 3.30 4.27 0.1288
H -3.83 0.61 3.30 0.0998
H -2.22 1.13 3.89 0.1036
H -2.40 0.41 2.30 0.0193
C 4.32 -4.32 -3.71 -0.0979
C 5.06 -3.58 -2.79 -0.0926
C 4.44 -3.04 -1.67 -0.1103
C 3.08 -3.23 -1.44 -0.3741
C 2.35 -3.94 -2.39 -0.1350
C 2.96 -4.50 -3.50 -0.0879
As 2.09 -2.31 0.00 1.3217
C 3.59 -1.68 1.07 -0.4158
C 3.73 -0.31 1.26 -0.1245
C 4.78 0.20 2.00 -0.0826
C 5.71 -0.66 2.56 -0.0911
C 5.59 -2.03 2.38 -0.0824
C 4.53 -2.54 1.64 -0.1251
C 1.50 -3.82 1.10 -0.3917
C 0.75 -4.84 0.52 -0.1319
C 0.20 -5.85 1.29 -0.0897
C 0.36 -5.84 2.67 -0.0935
C 1.09 -4.82 3.26 -0.0827
C 1.66 -3.81 2.48 -0.1334
H 4.80 -4.75 -4.58 0.0990
H 6.12 -3.43 -2.95 0.0999
H 5.04 -2.46 -0.98 0.0884
H 1.27 -4.05 -2.28 0.0879
H 2.37 -5.05 -4.22 0.1025
H 2.99 0.35 0.82 0.0600
H 4.87 1.27 2.14 0.0968
H 6.54 -0.26 3.14 0.0993
H 6.31 -2.70 2.83 0.1019
H 4.43 -3.61 1.51 0.1121
H 0.57 -4.85 -0.55 0.0764
H -0.38 -6.63 0.82 0.1011
H -0.08 -6.61 3.28 0.1001
H 1.22 -4.79 4.34 0.1049
H 2.20 -3.01 2.97 0.0901

Arrangement two

116
Properties=species:S:1:pos:R:3:lowdin_charge:R:1 method="wB97M-V/def2-TZVPD" gap_ev=6.76 total_charge=0
Ca -0.06 0.60 0.31 0.9450
S -1.63 -0.26 -3.06 0.5272
C -0.91 1.08 -3.89 -0.7759
C -0.55 0.97 -5.25 -0.1437
C 0.09 1.98 -5.94 -0.1036
C 0.41 3.18 -5.30 -0.1166
C 0.04 3.34 -3.98 -0.1383
C -0.60 2.32 -3.28 -0.5486
S -0.91 2.63 -1.57 0.8938
C -2.72 2.53 -1.42 -0.3774
C -3.29 1.55 -0.43 -0.3416
C -4.58 1.75 0.05 -0.0309
C -5.21 0.73 0.74 -0.0515
C -4.56 -0.49 0.86 -0.0182
C -3.28 -0.61 0.36 -0.3312
C -2.65 -1.97 0.18 -0.3891
S -0.91 -2.15 0.60 0.8713
C -0.97 -2.39 2.37 -0.5276
C -1.82 -3.36 2.89 -0.1152
C -1.91 -3.58 4.25 -0.1005
C -1.11 -2.83 5.10 -0.0971
C -0.23 -1.89 4.59 -0.1349
C -0.12 -1.65 3.21 -0.7330
S 1.07 -0.50 2.63 0.4933
N -2.62 0.43 -0.17 0.0280
H -0.78 0.04 -5.75 0.0910
H 0.36 1.84 -6.98 0.0978
H 0.91 3.98 -5.83 0.0909
H 0.25 4.27 -3.46 0.0904
H -3.07 2.18 -2.40 0.0858
H -3.12 3.53 -1.24 0.0723
H -5.09 2.69 -0.15 0.1141
H -6.21 0.87 1.14 0.1097
H -5.05 -1.35 1.30 0.1163
H -2.68 -2.17 -0.90 0.0733
H -3.24 -2.73 0.67 0.0714
H -2.41 -3.97 2.21 0.1009
H -2.57 -4.34 4.64 0.0970
H -1.15 -2.99 6.17 0.0997
H 0.41 -1.32 5.25 0.0949
C 1.79 -0.03 -2.51 -0.0645
N 2.68 1.08 -2.28 -0.0766
C 3.86 1.11 -3.11 -0.1227
C 4.51 2.40 -2.65 -0.1351
N 4.05 2.51 -1.27 -0.0775
C 4.43 3.73 -0.60 -0.0550
C 2.84 1.82 -1.14 -0.3490
N 1.99 1.79 -0.17 -0.0276
C 2.08 2.63 1.03 -0.2466
C 0.84 3.50 1.21 -0.2504
N -0.33 2.68 1.52 -0.0213
C -1.37 3.22 2.06 -0.3714
N -1.69 4.56 2.18 -0.0715
C -1.35 5.51 1.12 -0.0435
C -3.07 4.66 2.66 -0.1354
C -3.26 3.34 3.38 -0.1333
N -2.38 2.47 2.63 -0.0920
C -2.10 1.17 3.21 -0.0385
H 1.51 -0.04 -3.56 0.0905
H 0.83 0.03 -1.98 -0.0039
H 2.26 -0.98 -2.26 0.0434
H 3.59 1.12 -4.16 0.1282
H 4.50 0.24 -2.91 0.1282
H 4.15 3.25 -3.25 0.1280
H 5.60 2.38 -2.69 0.1236
H 5.32 4.11 -1.10 0.0886
H 4.71 3.55 0.44 0.0773
H 3.66 4.51 -0.64 0.0973
H 2.93 3.29 1.05 0.0741
H 2.18 1.98 1.91 0.0741
H 0.70 4.08 0.30 0.0796
H 1.04 4.19 2.04 0.1251
H -1.60 5.11 0.13 0.0797
H -0.30 5.77 1.14 0.0732
H -1.92 6.42 1.30 0.0916
H -3.76 4.74 1.80 0.1224
H -3.21 5.53 3.30 0.1237
H -4.29 2.98 3.35 0.1215
H -2.94 3.41 4.43 0.1287
H -3.05 0.71 3.49 0.0998
H -1.44 1.23 4.08 0.1035
H -1.62 0.50 2.50 0.0205
C 5.10 -4.14 -3.53 -0.0975
C 5.85 -3.52 -2.54 -0.0913
C 5.23 -3.00 -1.41 -0.1066
C 3.85 -3.10 -1.24 -0.3757
C 3.10 -3.69 -2.27 -0.1424
C 3.72 -4.22 -3.39 -0.0881
As 2.86 -2.21 0.21 1.3203
C 4.37 -1.61 1.29 -0.4158
C 4.54 -0.25 1.46 -0.1220
C 5.61 0.25 2.19 -0.0823
C 6.52 -0.63 2.76 -0.0911
C 6.36 -2.00 2.59 -0.0820
C 5.29 -2.49 1.86 -0.1277
C 2.27 -3.74 1.29 -0.3931
C 1.58 -4.79 0.69 -0.1270
C 1.03 -5.81 1.46 -0.0901
C 1.16 -5.78 2.84 -0.0940
C 1.84 -4.74 3.45 -0.0829
C 2.39 -3.72 2.68 -0.1363
H 5.58 -4.54 -4.41 0.0989
H 6.92 -3.43 -2.64 0.1000
H 5.83 -2.52 -0.65 0.0870
H 2.02 -3.71 -2.21 0.0941
H 3.12 -4.67 -4.17 0.1025
H 3.81 0.43 1.02 0.0614
H 5.72 1.32 2.33 0.0970
H 7.36 -0.25 3.33 0.0992
H 7.07 -2.68 3.03 0.1020
H 5.17 -3.56 1.73 0.1123
H 1.45 -4.82 -0.38 0.0814
H 0.50 -6.62 0.98 0.1005
H 0.72 -6.57 3.45 0.0999
H 1.92 -4.70 4.53 0.1049
H 2.89 -2.90 3.17 0.0885

Which structure is the least stable? The one labeled arrangement one.

Arrangement one

14
Properties=species:S:1:pos:R:3:lowdin_charge:R:1 method="wB97M-V/def2-TZVPD" gap_ev=9.04 total_charge=+1
C -3.22 -0.81 -0.39 0.1200
C -1.95 -0.58 -0.25 -0.0487
N -0.76 -0.52 -0.08 0.2356
C 0.43 -0.05 0.16 -0.2697
C 0.74 1.40 0.28 0.0237
N 1.55 -0.80 0.21 0.1230
C 2.26 -1.42 0.98 0.0962
H -3.88 0.09 -0.38 0.1207
H -3.68 -1.64 -0.79 0.0676
H -0.01 2.08 -0.07 0.0846
H 1.65 1.52 -0.42 0.1402
H 1.10 1.76 1.27 0.1189
H 2.13 -1.40 2.03 0.1042
H 3.22 -1.73 0.79 0.0836

Arrangement two

14
Properties=species:S:1:pos:R:3:lowdin_charge:R:1 method="wB97M-V/def2-TZVPD" gap_ev=9.89 total_charge=+1
C 2.05 0.09 -0.15 -0.0035
C 0.30 0.69 0.54 -0.1554
C 0.39 -0.26 -0.95 -0.1336
C -0.69 -0.83 -1.70 0.0253
C -0.48 0.44 1.85 0.0031
N 1.75 0.67 0.86 0.2089
N 1.65 -0.55 -1.23 0.2554
H 0.27 1.54 -0.13 0.1521
H -1.36 -0.08 -2.03 0.1041
H -1.41 -1.29 -0.96 0.1497
H -0.42 -1.42 -2.49 0.0796
H 0.05 0.59 2.80 0.1041
H -0.70 -0.65 1.66 0.1051
H -1.39 1.06 1.94 0.1050

Arrangement three

14
Properties=species:S:1:pos:R:3:lowdin_charge:R:1 method="wB97M-V/def2-TZVPD" gap_ev=8.53 total_charge=+1
C -2.30 -1.49 -0.74 0.1511
C -1.26 -2.11 -1.18 0.0781
C 0.15 -0.83 -0.50 -0.2708
C 1.35 -0.07 -0.13 0.0520
C -1.65 0.60 0.47 -0.0131
N -1.11 -0.52 -0.23 -0.0595
N 0.08 -1.99 -1.19 0.1965
H 1.37 0.89 -0.64 0.1165
H 2.25 -0.62 -0.38 0.1058
H 1.36 0.14 0.94 0.1108
H -2.68 0.40 0.75 0.1057
H -1.07 0.77 1.38 0.1108
H -1.63 1.49 -0.16 0.1177
H 0.79 -2.57 -1.62 0.1985

Which structure is the least stable? The one labeled arrangement three.

Arrangement one

14
Properties=species:S:1:pos:R:3:lowdin_charge:R:1 method="wB97M-V/def2-TZVPD" gap_ev=9.97 total_charge=+1
C 0.88 -1.04 0.90 0.0001
C 0.60 -1.53 -0.31 0.0009
C 0.12 1.50 -0.46 -0.0106
C -0.34 -0.19 1.01 -0.1937
C -0.58 -0.60 -0.48 -0.2460
N -0.03 1.20 0.83 0.1411
N -0.26 0.51 -1.24 0.1006
H 1.76 -1.20 1.63 0.1581
H 1.14 -2.27 -0.97 0.1464
H 0.40 2.45 -0.93 0.1781
H -1.07 -0.32 1.68 0.1214
H -2.12 -1.14 -1.04 0.2638
H -0.21 1.83 1.58 0.1663
H -0.29 0.81 -2.20 0.1735

Arrangement two

14
Properties=species:S:1:pos:R:3:lowdin_charge:R:1 method="wB97M-V/def2-TZVPD" gap_ev="8.26 / 7.84" total_charge=+1
C -1.54 1.24 -0.11 0.1308
C 0.35 1.94 -0.33 0.0463
C 0.41 0.48 -0.17 -0.1671
C 1.54 -0.43 -0.37 0.0189
C -1.32 -1.24 0.62 0.0287
N -0.92 2.36 -0.11 0.1322
N -0.83 0.08 0.23 -0.0439
H 1.08 2.64 -0.85 0.1748
H 1.27 -1.47 -0.60 0.1080
H 2.00 -0.56 0.53 0.0788
H 2.12 -0.35 -1.29 0.1229
H -1.78 -1.15 1.68 0.1398
H -2.04 -1.67 -0.03 0.0900
H -0.34 -1.87 0.81 0.1398

Which structure is the least stable? The one labeled arrangement two.